Record 1
{"formula": "H5N3P2", "method": "wB97M-V/def2-TZVPD", "lumo_ev": [-0.12, -0.12], "mol_weight_g_mol": 109.01, "total_charge": 0, "smiles": "[H]/P=N/NNP", "species": ["N", "N", "N", "P", "P", "H", "H", "H", "H", "H"], "xyz": [[-0.51, 0.70, 0.73], [-0.66, 0.65, -0.57], [0.45, 0.18, -1.26], [-1.75, 1.07, 1.65], [0.76, -1.49, -0.85], [-1.46, 0.22, -1.05], [1.25, 0.80, -1.06], [-1.09, 0.67, 2.78], [0.90, -1.26, 0.59], [2.11, -1.54, -0.95]], "mulliken_charge": [-0.07, -0.18, -0.44, -0.10, -0.03, 0.33, 0.32, 0.05, 0.07, 0.05]}


Record 2
{"formula": "H5N4", "method": "wB97M-V/def2-TZVPD", "lumo_ev": -6.00, "mol_weight_g_mol": 61.07, "total_charge": 1, "smiles": "N=[N+](N)N", "species": ["N", "N", "N", "N", "H", "H", "H", "H", "H"], "xyz": [[-1.70, -0.25, -0.03], [-0.01, 1.29, 0.01], [0.61, -0.82, -0.04], [-0.42, 0.07, -0.04], [-2.03, -1.13, 0.14], [-0.71, 1.96, 0.34], [0.60, 1.82, -0.55], [0.55, -1.80, 0.31], [1.44, -0.53, 0.36]], "mulliken_charge": [-0.65, -0.53, -0.54, 1.20, 0.27, 0.33, 0.28, 0.33, 0.30]}


Record 3
{"formula": "H5N4P", "method": "wB97M-V/def2-TZVPD", "lumo_ev": 0.75, "mol_weight_g_mol": 92.04, "total_charge": 0, "species": ["N", "N", "N", "N", "P", "H", "H", "H", "H", "H"], "xyz": [[-0.99, 1.23, 1.25], [0.10, 1.59, 1.10], [-0.77, -1.31, -0.06], [1.75, -0.85, 0.46], [0.69, -1.69, -0.48], [-2.01, 1.79, 1.41], [-1.24, 0.20, 1.07], [-1.53, -1.54, -0.71], [1.29, -0.10, 1.06], [2.72, -0.89, 0.76]], "mulliken_charge": [0.18, -0.68, -0.52, -0.35, 0.09, 0.22, 0.32, 0.22, 0.26, 0.25]}


Record 4
{"formula": "H5NO", "method": "wB97M-V/def2-TZVPD", "lumo_ev": 0.79, "mol_weight_g_mol": 35.05, "total_charge": 0, "smiles": "N.O", "species": ["N", "H", "H", "H", "H", "H", "O"], "xyz": [[0.42, 1.33, -0.67], [-0.17, 2.11, -0.33], [0.59, 0.85, 0.28], [0.19, 0.74, -1.37], [-0.19, -0.90, 0.63], [-0.10, -2.42, 0.66], [-0.73, -1.71, 0.80]], "mulliken_charge": [-0.64, 0.24, 0.22, 0.24, 0.27, 0.32, -0.65]}


Record 5
{"formula": "H5NO2P", "method": "wB97M-V/def2-TZVPD", "lumo_ev": -4.01, "mol_weight_g_mol": 82.02, "total_charge": 1, "smiles": "[NH3+]P(O)O", "species": ["N", "P", "O", "O", "H", "H", "H", "H", "H"], "xyz": [[0.98, -0.47, -0.05], [-0.62, 0.22, -0.74], [-0.49, 1.71, -0.24], [-1.52, -0.46, 0.36], [0.92, -1.48, -0.10], [1.77, -0.18, -0.63], [1.13, -0.22, 0.93], [0.07, 1.81, 0.55], [-2.25, -0.92, -0.09]], "mulliken_charge": [-0.56, 0.47, -0.37, -0.39, 0.37, 0.36, 0.39, 0.34, 0.39]}


Record 6
{"formula": "H5NOSSi", "method": "wB97M-V/def2-TZVPD", "lumo_ev": -0.25, "mol_weight_g_mol": 95.20, "total_charge": 0, "smiles": "O=[SiH]S.N", "species": ["N", "O", "Si", "S", "H", "H", "H", "H", "H"], "xyz": [[-0.90, 0.09, 2.24], [2.36, -0.18, -3.16], [1.68, -0.21, -1.81], [-0.41, 0.41, -1.53], [-1.73, -0.34, 1.91], [-0.43, -0.72, 2.55], [-1.37, 0.57, 2.92], [1.74, -0.22, -0.36], [-0.93, 0.61, -2.76]], "mulliken_charge": [-0.62, -0.42, 0.60, -0.32, 0.20, 0.22, 0.22, -0.05, 0.18]}


Record 7
{"formula": "H5O2", "method": "wB97M-V/def2-TZVPD", "lumo_ev": [0.43, 0.13], "s2": 0.7510, "mol_weight_g_mol": 37.04, "total_charge": 0, "multiplicity": 2, "species": ["O", "O", "H", "H", "H", "H", "H"], "xyz": [[-0.55, 0.96, -0.71], [0.39, -0.91, 0.70], [1.25, -1.40, 0.99], [-0.45, -1.27, 1.15], [0.23, -0.18, -0.04], [-0.39, 0.92, -1.67], [-0.48, 1.89, -0.41]], "mulliken_charge": [-1.23, -1.29, 0.58, 0.36, 0.67, 0.46, 0.46]}


Record 8
{"formula": "H5O3", "method": "wB97M-V/def2-TZVPD", "lumo_ev": [0.50, -4.61], "s2": 0.7572, "mol_weight_g_mol": 53.04, "total_charge": 0, "multiplicity": 2, "species": ["O", "H", "O", "H", "H", "O", "H", "H"], "xyz": [[-1.32, -0.81, 1.55], [-1.91, -0.51, 0.93], [0.48, -0.04, -1.88], [0.59, 0.02, -0.84], [1.27, 0.34, -2.11], [0.81, 0.25, 0.51], [-0.43, -0.35, 1.07], [0.53, 1.09, 0.77]], "mulliken_charge": [-0.64, 0.29, -0.58, 0.40, 0.31, -0.51, 0.35, 0.38]}


Record 9
{"formula": "H60O30", "method": "wB97M-V/def2-TZVPD", "lumo_ev": -0.79, "mol_weight_g_mol": 540.45, "total_charge": 0, "species": ["O", "H", "H", "O", "H", "H", "O", "H", "H", "O", "H", "H", "O", "H", "H", "O", "H", "H", "O", "H", "H", "O", "H", "H", "O", "H", "H", "O", "H", "H", "O", "H", "H", "O", "H", "H", "O", "H", "H", "O", "H", "H", "O", "H", "H", "O", "H", "H", "O", "H", "H", "O", "H", "H", "O", "H", "H", "O", "H", "H", "O", "H", "H", "O", "H", "H", "O", "H", "H", "O", "H", "H", "O", "H", "H", "O", "H", "H", "O", "H", "H", "O", "H", "H", "O", "H", "H", "O", "H", "H"], "xyz": [[-18.78, 18.84, 14.66], [-19.69, 18.68, 14.90], [-18.54, 19.64, 15.13], [-17.30, 24.19, 17.57], [-17.89, 24.86, 17.93], [-16.65, 24.67, 17.07], [-19.73, 20.53, 20.10], [-20.61, 20.68, 20.44], [-19.81, 20.66, 19.15], [-18.59, 16.33, 19.19], [-18.74, 17.03, 19.83], [-18.42, 15.56, 19.73], [-22.35, 24.50, 21.10], [-23.08, 24.99, 21.50], [-22.44, 23.61, 21.46], [-24.47, 21.45, 18.30], [-25.32, 21.03, 18.16], [-24.66, 22.39, 18.26], [-16.93, 22.79, 20.15], [-16.19, 23.29, 20.50], [-16.94, 22.98, 19.22], [-22.92, 21.36, 15.80], [-23.53, 20.92, 16.40], [-23.24, 22.26, 15.74], [-19.95, 24.75, 22.70], [-20.62, 24.87, 22.03], [-19.47, 23.97, 22.43], [-18.66, 18.25, 21.27], [-18.29, 18.58, 22.09], [-18.91, 19.04, 20.79], [-15.62, 21.34, 15.26], [-16.53, 21.48, 15.50], [-15.66, 20.80, 14.46], [-22.13, 17.82, 20.83], [-21.92, 17.54, 19.94], [-21.80, 17.11, 21.38], [-20.73, 22.70, 14.76], [-21.46, 22.34, 15.26], [-21.02, 22.68, 13.85], [-20.72, 21.35, 17.58], [-20.74, 22.27, 17.85], [-21.43, 21.27, 16.94], [-23.82, 18.74, 16.81], [-24.64, 19.13, 16.53], [-23.99, 18.41, 17.69], [-20.93, 15.88, 21.78], [-21.35, 15.06, 21.52], [-20.29, 15.63, 22.44], [-20.98, 21.96, 24.07], [-20.22, 21.77, 24.61], [-20.64, 21.96, 23.17], [-18.90, 22.60, 21.75], [-18.07, 22.84, 21.35], [-19.25, 21.91, 21.19], [-23.34, 21.97, 22.24], [-23.77, 21.20, 21.86], [-22.83, 21.62, 22.97], [-14.41, 20.77, 22.20], [-15.31, 20.45, 22.30], [-13.97, 20.52, 23.01], [-18.41, 21.46, 15.60], [-18.59, 21.53, 16.54], [-19.08, 22.02, 15.19], [-23.42, 19.44, 24.16], [-24.38, 19.47, 24.17], [-23.17, 19.60, 25.07], [-21.02, 17.65, 15.64], [-21.80, 17.68, 16.20], [-20.74, 16.74, 15.68], [-21.20, 15.70, 18.38], [-21.21, 14.75, 18.27], [-20.28, 15.91, 18.55], [-24.11, 19.43, 21.33], [-23.24, 19.07, 21.16], [-24.60, 19.26, 20.53], [-16.71, 18.86, 22.99], [-16.37, 18.47, 22.19], [-16.09, 18.60, 23.67], [-21.02, 18.32, 23.70], [-21.29, 18.22, 22.79], [-21.81, 18.59, 24.16], [-18.45, 17.88, 24.72], [-17.87, 18.29, 24.08], [-19.29, 17.81, 24.27], [-24.32, 16.92, 23.06], [-23.93, 17.71, 22.68], [-24.15, 17.00, 24.00], [-25.21, 23.95, 22.00], [-25.77, 23.49, 22.62], [-24.50, 23.34, 21.82]], "mulliken_charge": [-0.67, 0.37, 0.41, -0.56, 0.30, 0.27, -0.69, 0.22, 0.23, -0.70, 0.40, 0.31, -0.70, 0.32, 0.37, -0.54, 0.28, 0.29, -0.56, 0.27, 0.24, -0.70, 0.22, 0.38, -0.68, 0.33, 0.45, -0.56, 0.23, 0.45, -0.65, 0.41, 0.30, -0.36, 0.00, 0.36, -0.66, 0.33, 0.28, -0.50, 0.27, 0.27, -0.61, 0.29, 0.29, -0.52, 0.23, 0.24, -0.60, 0.27, 0.28, -0.65, 0.34, 0.44, -0.50, 0.37, 0.25, -0.63, 0.37, 0.30, -0.66, 0.30, 0.34, -0.54, 0.26, 0.23, -0.56, 0.24, 0.27, -0.61, 0.27, 0.40, -0.62, 0.36, 0.20, -0.84, 0.32, 0.32, -0.44, 0.13, 0.31, -0.70, 0.45, 0.33, -0.68, 0.36, 0.31, -0.68, 0.29, 0.44]}


Record 10
{"formula": "H62NO34", "method": "wB97M-V/def2-TZVPD", "lumo_ev": 0.86, "mol_weight_g_mol": 620.47, "total_charge": -1, "species": ["N", "O", "O", "O", "O", "H", "H", "O", "H", "H", "O", "H", "H", "O", "H", "H", "O", "H", "H", "O", "H", "H", "O", "H", "H", "O", "H", "H", "O", "H", "H", "O", "H", "H", "O", "H", "H", "O", "H", "H", "O", "H", "H", "O", "H", "H", "O", "H", "H", "O", "H", "H", "O", "H", "H", "O", "H", "H", "O", "H", "H", "O", "H", "H", "O", "H", "H", "O", "H", "H", "O", "H", "H", "O", "H", "H", "O", "H", "H", "O", "H", "H", "O", "H", "H", "O", "H", "H", "O", "H", "H", "O", "H", "H", "O", "H", "H"], "xyz": [[0.37, 0.39, 0.22], [-0.24, -0.41, -0.48], [-0.17, 1.26, 0.88], [1.57, 0.32, 0.22], [-4.56, 0.25, -2.35], [-4.98, 0.54, -1.55], [-4.20, -0.61, -2.14], [-2.07, 2.98, -0.51], [-2.52, 2.45, -1.17], [-1.37, 2.41, -0.19], [0.22, -5.25, -1.60], [0.01, -6.13, -1.89], [0.74, -5.38, -0.80], [2.16, 2.89, -0.51], [1.74, 2.21, 0.01], [2.13, 2.56, -1.41], [-1.48, -5.01, 1.23], [-1.40, -4.08, 1.44], [-0.58, -5.34, 1.24], [-2.25, 2.12, 4.54], [-2.86, 1.39, 4.52], [-2.65, 2.76, 5.13], [-0.47, -1.84, 4.62], [0.07, -1.68, 5.39], [-1.22, -2.35, 4.94], [-2.22, 4.37, 3.10], [-2.13, 3.48, 3.44], [-1.42, 4.52, 2.60], [4.54, -3.79, 2.03], [3.86, -3.13, 2.11], [4.10, -4.62, 2.24], [-0.57, -1.98, -4.43], [0.37, -2.19, -4.49], [-0.71, -1.35, -5.15], [-1.86, -4.35, -3.64], [-1.35, -3.56, -3.84], [-1.54, -4.63, -2.78], [0.63, 4.16, 1.80], [0.82, 4.27, 0.86], [0.40, 3.24, 1.89], [2.85, 0.64, -4.53], [2.98, 0.01, -3.82], [1.91, 0.82, -4.51], [2.99, -4.51, -3.30], [2.54, -3.76, -2.91], [2.94, -4.37, -4.24], [-4.79, -2.90, -1.40], [-4.16, -2.81, -2.12], [-4.55, -3.73, -0.99], [3.35, -0.90, -2.53], [4.08, -1.51, -2.45], [2.66, -1.27, -1.98], [2.61, 6.16, 2.04], [1.86, 5.58, 2.14], [2.56, 6.47, 1.13], [5.35, 3.81, -0.19], [4.64, 3.18, -0.33], [5.02, 4.63, -0.58], [-4.55, -2.62, 1.56], [-3.66, -2.62, 1.91], [-4.72, -1.71, 1.32], [-1.79, -0.69, 2.47], [-1.39, -1.17, 3.19], [-1.16, 0.00, 2.26], [-4.04, -0.04, 0.89], [-4.44, 0.73, 1.29], [-3.14, -0.04, 1.22], [2.62, -1.53, 2.04], [2.30, -0.97, 1.33], [1.83, -1.91, 2.43], [-2.31, -1.57, -2.01], [-1.52, -1.62, -2.55], [-1.99, -1.44, -1.12], [0.09, 2.43, -2.68], [-0.61, 2.81, -2.15], [-0.17, 1.51, -2.79], [3.60, 3.04, 3.38], [4.32, 3.35, 2.83], [3.70, 2.09, 3.41], [6.19, -0.98, 0.17], [5.99, -1.43, -0.65], [6.18, -1.67, 0.84], [-4.50, 2.62, 2.06], [-5.17, 3.25, 1.79], [-3.67, 3.08, 1.92], [-2.42, 0.78, -4.49], [-2.95, 0.99, -3.72], [-2.43, -0.18, -4.53], [4.05, 0.34, 3.26], [3.54, 0.51, 4.06], [3.64, -0.44, 2.88], [1.36, -2.68, -1.91], [0.82, -2.15, -1.32], [0.98, -3.56, -1.86], [-2.51, 5.92, -0.76], [-3.42, 6.12, -0.52], [-2.38, 5.02, -0.45]], "mulliken_charge": [0.98, -0.68, -0.51, -1.13, -0.69, 0.27, 0.25, -0.28, 0.22, 0.20, -0.52, 0.26, 0.21, -0.65, 0.38, 0.31, -0.58, 0.28, 0.26, -0.67, 0.30, 0.29, -0.57, 0.27, 0.27, -0.70, 0.34, 0.43, -0.60, 0.36, 0.28, -0.58, 0.24, 0.25, -0.64, 0.33, 0.34, -0.62, 0.31, 0.17, -0.67, 0.47, 0.29, -0.62, 0.44, 0.29, -0.60, 0.30, 0.28, -0.58, 0.22, 0.31, -0.62, 0.39, 0.26, -0.63, 0.33, 0.30, -0.63, 0.23, 0.44, -0.41, 0.26, 0.12, -0.46, 0.33, 0.21, -0.74, 0.46, 0.26, 0.34, 0.02, 0.15, -0.56, 0.27, 0.26, -0.59, 0.30, 0.39, -0.61, 0.29, 0.31, -0.63, 0.26, 0.35, -0.65, 0.33, 0.27, -0.75, 0.29, 0.41, -0.38, 0.09, 0.32, -0.64, 0.28, 0.28]}


- Number 1 is which compound?
  H5N3P2